Computed, not measured: C31H47ClO2P2Sn as an isolated structure at a distorted geometry, with ωB97M-V/def2-TZVPD.

Element x y z (Å)
Sn: 0.332 0.416 1.512
C: 0.994 0.205 3.698
C: 2.044 0.756 2.875
C: 0.261 2.231 2.831
C: -0.124 1.073 3.634
C: 1.591 2.042 2.377
C: 1.110 -1.023 4.545
H: 1.806 -1.749 4.116
H: 0.141 -1.512 4.680
H: 1.487 -0.750 5.539
C: -1.432 0.926 4.346
H: -1.575 -0.096 4.704
H: -2.256 1.173 3.669
H: -1.479 1.600 5.211
C: -0.565 3.464 2.655
H: -0.468 4.096 3.549
H: -1.617 3.212 2.512
H: -0.236 4.044 1.790
C: 2.428 3.049 1.650
H: 2.942 3.705 2.366
H: 1.816 3.679 0.999
H: 3.198 2.573 1.037
C: 3.457 0.262 2.814
H: 4.068 0.772 3.571
H: 3.913 0.455 1.840
H: 3.518 -0.811 3.009
C: -0.611 -1.434 0.720
C: 0.537 -1.781 1.448
C: 1.845 -2.215 0.819
C: 2.266 -1.273 -0.321
C: 1.802 0.158 -0.067
C: 0.623 0.708 -0.624
C: -0.345 -0.102 -1.457
C: -0.715 -1.453 -0.797
H: 1.764 -3.255 0.464
H: 1.863 -1.623 -1.276
H: 2.619 -2.216 1.594
H: -0.086 -2.259 -1.192
H: -1.556 -1.486 1.249
H: 0.371 -2.154 2.456
H: -1.745 -1.705 -1.065
H: -1.253 0.490 -1.581
H: 0.603 1.780 -0.811
H: 0.074 -0.276 -2.461
H: 3.356 -1.285 -0.426
H: 2.608 0.858 0.138
P: -0.884 -0.315 -5.767
P: -0.536 2.416 -7.319
C: -0.896 -0.378 -7.631
C: -1.249 0.974 -8.264
H: -1.641 -1.128 -7.924
H: 0.081 -0.733 -7.988
H: -0.841 1.023 -9.282
H: -2.338 1.096 -8.344
C: -1.356 3.810 -8.231
H: -0.901 4.758 -7.924
H: -2.418 3.852 -7.971
H: -1.258 3.705 -9.319
C: 1.130 2.485 -8.135
H: 1.054 2.491 -9.230
H: 1.724 1.620 -7.825
H: 1.658 3.388 -7.813
C: -2.335 -1.427 -5.444
H: -2.399 -1.643 -4.373
H: -2.259 -2.375 -5.993
H: -3.257 -0.918 -5.740
C: 0.482 -1.527 -5.432
H: 1.447 -1.083 -5.695
H: 0.352 -2.459 -5.996
H: 0.504 -1.760 -4.363
Cl: -1.261 -2.180 10.398
C: -1.480 -2.155 8.650
C: -2.223 -3.112 7.948
C: -2.381 -3.063 6.517
C: -1.784 -2.049 5.709
C: -1.027 -1.099 6.585
C: -0.890 -1.150 7.955
C: -1.925 -1.990 4.001
O: -2.743 -2.851 3.449
O: -1.126 -1.137 3.099
H: -2.670 -3.897 8.537
H: -2.959 -3.845 6.062
H: -0.466 -0.234 6.283
H: -0.298 -0.383 8.466

Forces on the atoms, in the same order (eV/Å):
-2.7 0.5 -0.7
0.5 0.1 1.0
1.2 1.1 1.4
-0.3 1.0 0.9
0.1 0.9 0.9
1.1 0.4 1.0
0.3 -0.2 -0.1
0.0 0.1 0.1
1.1 0.2 0.1
0.1 -0.1 -0.3
-0.2 0.6 -0.1
-0.1 1.2 0.0
0.0 0.0 0.2
0.0 -0.1 -0.2
0.0 0.0 -0.2
-0.1 -0.1 -0.2
0.0 0.1 0.1
0.0 0.0 0.2
0.0 -0.1 -0.2
-0.1 -0.2 -0.1
0.1 0.0 0.1
0.0 0.1 0.1
0.0 -0.1 -0.1
-0.2 -0.1 -0.2
0.0 0.0 0.1
0.0 0.2 0.0
-0.4 -2.0 -0.9
0.2 -3.1 -1.2
0.1 0.4 -0.1
-0.1 -0.1 -0.1
1.8 -0.3 -2.6
0.7 0.0 -1.9
-0.3 0.1 0.4
0.3 0.0 -0.1
-0.1 0.2 0.1
0.1 0.1 0.1
-0.2 -0.1 -0.1
-0.1 0.1 0.2
0.0 0.1 -0.1
0.3 0.3 -0.4
0.1 0.1 0.1
0.1 0.0 -0.2
0.0 0.0 0.2
0.0 0.2 0.2
-0.2 0.1 0.0
-0.2 0.1 0.1
-0.1 -0.7 0.3
0.0 0.6 -0.6
-0.1 0.0 0.1
0.2 0.2 -0.1
0.3 0.0 0.0
-0.2 0.1 0.2
-0.2 0.0 0.1
0.2 0.0 0.1
0.1 -0.2 0.0
0.0 -0.1 -0.1
0.1 0.0 0.0
0.0 0.0 0.2
-0.1 0.0 0.1
0.0 0.0 0.2
0.0 0.1 -0.1
-0.1 -0.1 0.0
0.1 0.0 0.0
-0.1 0.0 -0.1
0.0 0.1 0.1
0.1 -0.1 0.0
-0.1 -0.1 -0.2
-0.1 0.0 0.0
0.1 0.1 0.1
0.0 -0.1 0.0
-0.3 -0.3 -1.1
-0.9 -1.4 0.9
0.3 0.5 -0.8
0.6 0.6 0.2
1.2 1.5 1.2
-0.6 -0.4 -1.4
0.4 0.7 -0.7
-3.3 -4.1 -0.6
5.0 5.2 2.3
-4.3 -3.0 3.5
-0.2 -0.2 -0.3
-0.2 -0.2 -0.2
-0.2 0.0 -0.9
-0.3 -0.3 -0.3

Computed properties:
DFT total energy: -2716.13912 Eh
E_HOMO (spin up / spin down): -10.9 / -10.9 eV
Net charge: +2
Relative energy (zero: lowest compared OMol25 entry of this formula, charge and spin): 7.271 eV

Computed, not measured: C31H47NO3P2RuS as an isolated structure at a distorted geometry, with ωB97M-V/def2-TZVPD.

Element x y z (Å)
Ru: 0.960 1.033 0.211
C: 1.144 0.925 3.040
C: 2.070 1.369 2.004
C: 0.255 2.846 2.138
C: 0.060 1.823 3.088
C: 1.509 2.614 1.442
C: 1.401 -0.203 3.942
H: 2.012 -0.963 3.442
H: 0.461 -0.671 4.276
H: 1.950 0.113 4.844
C: -0.989 1.793 4.136
H: -1.149 0.760 4.474
H: -1.936 2.185 3.747
H: -0.698 2.401 5.005
C: -0.541 4.084 2.028
H: -0.283 4.792 2.828
H: -1.619 3.891 2.099
H: -0.346 4.581 1.075
C: 2.369 3.648 0.810
H: 3.202 3.933 1.470
H: 1.791 4.548 0.568
H: 2.786 3.252 -0.120
C: 3.523 1.047 2.017
H: 4.042 1.624 2.797
H: 3.977 1.280 1.052
H: 3.667 -0.021 2.218
C: -0.168 -0.772 -0.009
C: 0.939 -1.224 0.734
C: 2.148 -1.918 0.201
C: 2.972 -1.141 -0.865
C: 2.674 0.332 -0.982
C: 1.596 0.839 -1.757
C: 0.581 -0.094 -2.360
C: -0.281 -1.013 -1.487
H: 1.881 -2.921 -0.177
H: 2.881 -1.643 -1.843
H: 2.813 -2.096 1.065
H: -0.067 -2.069 -1.716
H: -1.115 -0.747 0.547
H: 0.723 -1.426 1.786
H: -1.337 -0.855 -1.761
H: -0.158 0.590 -2.857
H: 1.732 1.810 -2.247
H: 1.163 -0.731 -3.074
H: 4.031 -1.225 -0.581
H: 3.532 1.005 -0.871
P: -0.274 -1.194 -4.490
P: 0.108 2.254 -4.197
C: -0.070 -0.093 -5.932
C: -0.524 1.369 -5.713
H: -0.689 -0.550 -6.724
H: 0.987 -0.148 -6.244
H: -0.199 1.995 -6.556
H: -1.621 1.413 -5.656
C: -0.620 3.921 -4.340
H: -0.087 4.594 -3.655
H: -1.675 3.863 -4.040
H: -0.550 4.307 -5.368
C: 1.835 2.506 -4.779
H: 1.813 2.722 -5.855
H: 2.424 1.597 -4.595
H: 2.278 3.352 -4.235
C: -2.029 -1.616 -4.391
H: -2.192 -2.272 -3.527
H: -2.321 -2.139 -5.311
H: -2.633 -0.706 -4.268
C: 0.603 -2.737 -4.833
H: 1.441 -2.552 -5.519
H: -0.090 -3.465 -5.276
H: 1.001 -3.156 -3.897
O: -2.338 -1.443 7.050
S: -1.747 -2.227 5.995
O: -0.665 -3.125 6.318
N: -1.430 -1.333 4.652
C: -2.135 -1.636 3.534
O: -2.031 -1.068 2.429
C: -3.100 -2.737 3.835
C: -4.052 -3.335 2.998
C: -4.909 -4.301 3.533
C: -4.819 -4.674 4.890
C: -3.849 -4.087 5.717
C: -3.018 -3.122 5.154
H: -4.094 -3.025 1.955
H: -5.660 -4.774 2.900
H: -5.499 -5.420 5.298
H: -3.730 -4.348 6.767

Forces on the atoms, in the same order (eV/Å):
-0.7 -1.1 1.3
1.3 0.2 -1.7
0.0 1.3 0.9
0.1 -0.3 0.4
-0.2 0.7 -0.6
0.9 -0.9 1.0
-0.1 -0.8 0.3
0.0 0.1 0.2
0.6 0.3 -0.1
-0.1 0.0 -0.2
-0.6 -0.3 0.0
0.0 0.6 0.0
0.1 0.0 0.2
0.0 -0.1 -0.2
-0.5 0.3 -0.3
0.0 -0.2 -0.1
0.2 0.1 0.0
-0.1 0.0 0.1
0.1 0.5 -0.3
-0.2 0.0 -0.2
0.2 -0.2 0.0
0.2 0.3 0.0
0.3 -0.2 0.1
-0.1 -0.2 -0.2
0.1 0.0 0.3
0.2 0.2 0.0
-0.3 -1.2 0.8
-1.2 0.6 -0.6
0.9 0.0 0.2
0.4 -0.5 0.4
-0.7 0.7 0.0
0.5 -0.3 0.8
-0.2 0.2 0.0
-0.3 -0.3 0.0
0.0 0.3 0.1
0.0 0.3 0.1
-0.3 0.0 -0.4
0.0 0.1 0.2
0.4 0.2 -0.3
0.1 0.4 -0.2
0.4 -0.1 0.1
1.0 -0.6 0.1
-0.3 -0.3 0.2
0.1 0.4 0.3
-0.3 -0.1 -0.2
-0.3 -0.3 0.0
-1.0 -0.7 -2.0
-0.1 0.6 -0.4
0.2 0.4 0.1
-0.3 0.4 0.1
0.3 0.1 0.1
-0.4 0.0 0.1
-0.3 -0.4 -0.1
0.2 0.0 -0.2
-0.1 0.0 -0.6
-0.2 -0.2 -0.2
0.3 0.1 -0.1
-0.1 0.1 0.3
-0.2 0.0 0.0
0.3 0.1 0.2
0.0 0.3 -0.1
0.0 -0.3 -0.2
-0.2 0.2 0.4
0.0 0.1 -0.2
0.0 0.1 0.1
0.1 -0.3 0.0
0.3 -0.2 0.1
-0.2 -0.1 0.2
0.2 0.2 0.1
-0.1 0.0 -0.3
0.8 0.2 -1.2
-1.7 -2.1 1.2
-0.2 1.2 -0.8
2.0 1.6 0.9
-2.0 -0.9 -2.5
0.4 -0.6 2.3
-0.4 0.0 -0.5
0.1 0.0 0.1
0.3 0.2 0.1
0.6 0.4 0.1
-0.2 0.0 -0.3
-0.4 -0.7 0.8
-0.1 -0.2 0.2
0.2 0.2 0.2
0.2 0.2 -0.1
-0.2 0.0 -0.3

Computed properties:
DFT total energy: -2664.87443 Eh
E_HOMO (spin up / spin down): -12.3 / -13.5 eV
Net charge: +2
Relative energy (zero: lowest compared OMol25 entry of this formula, charge and spin): 1.100 eV
Spin multiplicity: 5